Entry 1:
C42H38CdF4N8S as an isolated structure in a non-equilibrium geometry, computed with wB97M-V/def2-TZVPD.

Positions of all 94 atoms, in Å:
Cd -19.25 -10.45 -5.50
C -23.21 -8.55 -7.27
C -22.08 -9.42 -6.74
N -21.13 -8.72 -5.81
C -21.81 -8.09 -4.67
C -22.70 -9.01 -3.87
C -20.32 -7.69 -6.48
C -19.54 -8.11 -7.68
N -18.72 -9.29 -7.39
C -17.97 -9.79 -8.43
C -17.55 -11.15 -8.48
F -17.94 -11.99 -7.46
C -16.76 -11.70 -9.47
F -16.50 -13.04 -9.35
C -16.43 -11.00 -10.63
C -16.86 -9.72 -10.65
F -16.58 -8.96 -11.74
C -17.60 -9.14 -9.60
F -17.93 -7.86 -9.77
H -23.88 -9.13 -7.93
H -23.76 -8.05 -6.47
H -22.79 -7.72 -7.87
H -22.51 -10.27 -6.20
H -21.48 -9.88 -7.54
H -20.97 -7.76 -4.07
H -22.36 -7.19 -4.99
H -22.14 -9.89 -3.57
H -23.05 -8.53 -2.90
H -23.59 -9.35 -4.47
H -20.97 -6.83 -6.75
H -19.63 -7.30 -5.74
H -20.21 -8.33 -8.57
H -18.94 -7.25 -7.95
H -15.82 -11.46 -11.37
C -21.87 -12.71 -8.49
C -22.81 -13.43 -7.77
C -22.54 -13.63 -6.41
C -21.38 -13.08 -5.83
N -20.53 -12.36 -6.55
C -20.80 -12.16 -7.85
N -21.14 -13.48 -4.52
C -20.63 -12.74 -3.60
N -20.13 -11.47 -3.60
C -19.75 -11.20 -2.29
N -19.21 -10.13 -1.79
C -18.78 -8.98 -2.42
C -18.49 -7.90 -1.58
C -17.96 -6.73 -2.11
C -17.60 -6.71 -3.44
C -17.89 -7.82 -4.20
N -18.53 -8.91 -3.74
C -20.02 -12.37 -1.41
C -19.96 -12.60 -0.04
C -20.47 -13.78 0.46
C -21.04 -14.72 -0.38
C -21.07 -14.53 -1.76
C -20.57 -13.33 -2.26
H -21.95 -12.56 -9.54
H -23.65 -13.94 -8.24
H -23.22 -14.21 -5.81
H -20.08 -11.55 -8.38
H -18.76 -8.00 -0.56
H -17.81 -5.86 -1.50
H -17.12 -5.86 -3.90
H -17.63 -7.93 -5.25
H -19.55 -11.86 0.63
H -20.53 -13.96 1.52
H -21.40 -15.65 0.08
H -21.54 -15.24 -2.42
N -17.02 -11.13 -4.95
S -16.86 -12.03 -3.66
C -16.42 -13.69 -4.18
C -16.19 -14.69 -3.24
C -15.70 -15.92 -3.66
C -15.44 -16.17 -5.00
C -15.73 -15.17 -5.93
C -16.21 -13.93 -5.55
C -15.34 -11.72 -2.75
C -15.47 -11.30 -1.42
C -14.32 -11.08 -0.67
C -13.09 -11.23 -1.28
C -12.95 -11.54 -2.64
C -14.10 -11.81 -3.36
H -16.17 -11.10 -5.50
H -16.34 -14.49 -2.18
H -15.51 -16.71 -2.95
H -15.07 -17.17 -5.31
H -15.48 -15.36 -6.97
H -16.42 -13.17 -6.33
H -16.45 -11.24 -1.01
H -14.37 -10.85 0.39
H -12.20 -11.09 -0.68
H -11.99 -11.63 -3.08
H -14.02 -12.24 -4.36

Summary:
- Largest force on an atom: 1.700 eV/A
- DFT total energy: -82360.4770 eV
- LUMO level: -0.193 eV
- Energy above the lowest of the compared OMol25 structures with the same formula, charge and spin: 0.0 kJ/mol
- Frontier orbital gap: 6.9 eV
- M: 875.3 g mol⁻¹
- HOMO level: -7.14 eV

Löwdin population analysis, charges in e, atoms 1 to 8: 1.383 -0.074 -0.253 -0.218 -0.274 -0.079 -0.235 -0.257


Entry 2:
C42H38ClInN5O9S as an isolated structure in a non-equilibrium geometry, computed with wB97M-V/def2-TZVPD.

Positions of all 97 atoms, in Å:
In -0.87 -0.12 -1.42
N -2.75 -0.88 -0.42
C -3.87 -0.37 -1.22
C -3.63 1.09 -1.62
O -4.58 1.81 -1.85
O -2.38 1.43 -1.69
H -2.78 -1.89 -0.31
H -2.77 -0.41 0.49
H -4.83 -0.44 -0.71
H -3.92 -0.93 -2.16
O -0.90 -5.48 -4.57
C -0.44 -5.93 -3.42
O 0.07 -7.02 -3.30
C -0.60 -5.02 -2.25
C -0.28 -5.32 -0.94
Cl 0.55 -6.69 -0.35
N -0.67 -4.28 -0.16
N -1.19 -3.30 -0.92
C -1.16 -3.72 -2.16
C -1.63 -2.79 -3.26
O -1.86 -3.31 -4.36
O -1.72 -1.56 -3.00
C -0.64 -4.07 1.26
C -0.70 -2.76 1.73
C -0.70 -2.51 3.09
C -0.64 -3.55 4.00
C -0.60 -4.86 3.53
C -0.61 -5.12 2.17
H -1.33 -4.57 -4.47
H -0.72 -1.94 1.02
H -0.74 -1.48 3.43
H -0.63 -3.35 5.06
H -0.59 -5.68 4.22
H -0.60 -6.14 1.82
C 2.72 4.18 -2.38
C 1.47 3.98 -1.73
C 0.79 2.82 -1.92
C 1.30 1.78 -2.74
C 0.64 0.52 -2.86
C 1.10 -0.38 -3.78
C 2.24 -0.11 -4.57
C 2.93 1.06 -4.40
C 2.49 2.03 -3.48
C 3.19 3.24 -3.25
H 3.28 5.08 -2.19
H 1.06 4.76 -1.10
H -0.19 2.67 -1.47
H 0.60 -1.33 -3.90
H 2.57 -0.84 -5.30
H 3.82 1.26 -4.99
H 4.12 3.41 -3.78
C 3.14 -3.20 -2.76
C 3.20 -3.07 -1.25
S 2.47 -1.49 -0.73
O 0.99 -1.77 -0.84
C 2.89 -1.67 1.02
C 4.29 -1.16 1.31
H 3.48 -4.18 -3.08
H 3.77 -2.44 -3.24
H 2.12 -3.06 -3.11
H 4.22 -3.08 -0.87
H 2.61 -3.84 -0.75
H 2.73 -2.71 1.30
H 2.15 -1.06 1.53
H 5.06 -1.77 0.82
H 4.49 -1.17 2.38
H 4.39 -0.13 0.95
O 1.86 1.17 0.40
C 0.78 1.47 0.90
N 0.62 2.49 1.81
C -0.78 2.74 2.07
C -1.39 1.49 1.38
O -2.55 1.16 1.53
N -0.43 0.82 0.69
C -1.14 2.71 3.54
C -0.27 2.17 4.48
C -0.64 2.08 5.82
C -1.89 2.52 6.22
C -2.76 3.05 5.29
C -2.39 3.15 3.96
C -1.22 4.03 1.39
C -1.91 4.03 0.18
C -2.22 5.23 -0.45
C -1.85 6.44 0.12
C -1.17 6.44 1.34
C -0.86 5.25 1.96
H 1.30 3.23 1.81
H 0.71 1.82 4.16
H 0.05 1.66 6.54
H -2.18 2.44 7.26
H -3.74 3.40 5.60
H -3.08 3.55 3.23
H -2.22 3.10 -0.29
H -2.75 5.20 -1.39
H -2.09 7.37 -0.37
H -0.89 7.38 1.80
H -0.34 5.26 2.91

Summary:
- Largest force on an atom: 1.432 eV/A
- Total charge: -1
- DFT total energy: -98587.9950 eV
- LUMO level: 2.055 eV
- Energy above the lowest of the compared OMol25 structures with the same formula, charge and spin: 0.0 kJ/mol
- Frontier orbital gap: 7.7 eV
- M: 939.1 g mol⁻¹
- HOMO level: -5.65 eV

Löwdin population analysis, charges in e, atoms 1 to 8: 0.938 0.008 -0.130 -0.638 0.041 -0.118 0.075 0.062


Entry 3:
C42H38ClN5O2STi as an isolated structure, computed with wB97M-V/def2-TZVPD.

Positions of all 90 atoms, in Å:
Ti 0.32 -0.60 -0.33
O -0.17 1.01 -0.86
C -1.19 1.52 -1.73
C -2.07 0.32 -2.14
C -2.65 -0.51 -1.02
C -4.00 -0.81 -1.01
C -4.53 -1.53 0.05
C -3.70 -1.87 1.09
C -2.35 -1.56 1.04
C -1.49 -1.90 2.24
C -0.30 -0.98 2.51
O 0.52 -1.11 1.33
C 0.47 -1.50 3.71
C 1.56 -2.35 3.55
C 2.21 -2.87 4.66
C 1.76 -2.56 5.93
C 0.67 -1.71 6.10
C 0.03 -1.19 4.99
C -0.64 0.50 2.66
C 0.42 1.41 2.68
C 0.18 2.76 2.83
C -1.12 3.23 2.96
C -2.18 2.33 2.95
C -1.94 0.97 2.81
N -1.82 -0.94 -0.04
C -1.91 2.64 -1.00
C -1.16 3.76 -0.64
C -1.76 4.84 -0.02
C -3.12 4.82 0.25
C -3.87 3.72 -0.10
C -3.27 2.63 -0.73
C -0.54 2.04 -3.01
C -1.27 2.88 -3.85
C -0.73 3.31 -5.06
C 0.54 2.91 -5.44
C 1.28 2.08 -4.60
C 0.74 1.65 -3.40
H -1.44 -0.32 -2.78
H -2.87 0.67 -2.79
H -4.63 -0.47 -1.82
H -5.58 -1.78 0.07
H -4.09 -2.38 1.97
H -1.09 -2.91 2.14
H -2.13 -1.92 3.12
H 1.91 -2.59 2.55
H 3.06 -3.52 4.53
H 2.27 -2.97 6.80
H 0.33 -1.46 7.09
H -0.81 -0.51 5.12
H 1.44 1.04 2.62
H 1.01 3.46 2.87
H -1.31 4.29 3.09
H -3.19 2.69 3.07
H -2.78 0.29 2.82
H -0.11 3.80 -0.89
H -1.16 5.71 0.24
H -3.59 5.67 0.73
H -4.94 3.70 0.10
H -3.89 1.79 -1.01
H -2.25 3.21 -3.55
H -1.31 3.96 -5.70
H 0.96 3.25 -6.37
H 2.28 1.78 -4.89
H 1.33 1.01 -2.76
C 6.14 -2.58 0.24
C 5.45 -2.31 -1.10
C 4.39 -1.26 -0.97
N 3.13 -1.49 -0.96
N 2.38 -0.35 -0.79
C 3.10 0.75 -0.65
N 2.60 1.97 -0.44
S 4.79 0.43 -0.75
H 6.90 -3.35 0.12
H 5.42 -2.91 0.99
H 6.64 -1.68 0.62
H 4.96 -3.21 -1.46
H 6.18 -2.00 -1.84
H 1.60 2.11 -0.46
H 3.21 2.77 -0.36
Cl -0.37 -6.12 -1.16
C -0.01 -4.62 -1.89
C 0.21 -4.51 -3.26
C 0.50 -3.26 -3.79
C 0.55 -2.17 -2.96
N 0.32 -2.28 -1.64
C 0.07 -3.49 -1.11
H 0.15 -5.39 -3.89
H 0.69 -3.14 -4.85
H 0.78 -1.18 -3.34
H -0.08 -3.54 -0.04

Summary:
- Largest force on an atom: 0.376 eV/A
- Total charge: +2
- DFT total energy: -102181.1419 eV
- LUMO level: -6.574 eV
- Energy above the lowest of the compared OMol25 structures with the same formula, charge and spin: 0.0 kJ/mol
- Frontier orbital gap: 6.9 eV
- M: 760.2 g mol⁻¹
- HOMO level: -13.44 eV

Löwdin population analysis, charges in e, atoms 1 to 8: 1.160 -0.232 -0.373 -0.033 -0.223 0.001 0.010 0.011


Entry 4:
C42H38FeN3OS3Se4 as an isolated structure, computed with wB97M-V/def2-TZVPD.

Positions of all 92 atoms, in Å:
Fe 0.43 0.62 0.64
N -0.35 -1.68 1.51
C 0.14 -2.89 1.03
C 1.25 -3.47 1.64
C 1.77 -4.66 1.19
C 1.18 -5.32 0.11
C 0.08 -4.74 -0.51
C -0.43 -3.52 -0.08
C -1.62 -2.95 -0.76
C -2.83 -3.65 -0.71
C -3.99 -3.16 -1.29
C -3.96 -1.93 -1.94
C -2.77 -1.24 -2.04
C -1.60 -1.74 -1.46
H -0.10 -1.46 2.46
H -1.32 -1.45 1.31
H 1.71 -2.96 2.48
H 2.63 -5.09 1.68
H 1.57 -6.27 -0.24
H -0.38 -5.23 -1.35
H -2.85 -4.59 -0.18
H -4.91 -3.72 -1.22
H -4.86 -1.52 -2.38
H -2.72 -0.30 -2.58
S 2.51 -0.70 0.16
C 2.39 -1.59 -1.27
N 3.50 -2.17 -1.80
C 3.43 -2.84 -3.08
C 2.14 -3.63 -3.12
N 1.02 -2.71 -2.96
C 0.20 -2.47 -4.16
C 1.01 -1.76 -5.22
C 1.41 -2.43 -6.37
C 2.22 -1.80 -7.31
C 2.63 -0.49 -7.10
C 2.22 0.18 -5.95
C 1.41 -0.45 -5.02
C 1.15 -1.79 -1.97
S -0.17 -0.70 -1.65
C 4.86 -1.80 -1.39
C 5.44 -0.72 -2.28
C 4.73 0.45 -2.53
C 5.26 1.43 -3.35
C 6.51 1.25 -3.94
C 7.22 0.08 -3.69
C 6.68 -0.90 -2.87
H 4.30 -3.49 -3.19
H 3.45 -2.12 -3.91
H 2.11 -4.35 -2.30
H 2.03 -4.16 -4.06
H -0.67 -1.90 -3.87
H -0.14 -3.44 -4.52
H 1.09 -3.46 -6.54
H 2.53 -2.33 -8.20
H 3.26 0.00 -7.82
H 2.54 1.21 -5.79
H 1.10 0.09 -4.14
H 5.47 -2.70 -1.45
H 4.83 -1.48 -0.35
H 3.76 0.62 -2.06
H 4.71 2.35 -3.52
H 6.93 2.02 -4.57
H 8.19 -0.07 -4.15
H 7.23 -1.81 -2.69
Se 0.89 1.06 3.06
Se 1.66 3.24 2.60
Se 2.18 2.99 0.35
Se 0.10 2.82 -0.71
O -1.85 0.47 0.69
S -2.72 1.67 0.39
C -4.37 0.99 0.50
C -5.37 1.59 -0.26
C -6.66 1.08 -0.21
C -6.93 -0.02 0.59
C -5.92 -0.62 1.33
C -4.63 -0.11 1.29
C -2.72 2.71 1.83
C -2.43 2.19 3.08
C -2.43 3.05 4.17
C -2.73 4.39 3.99
C -3.00 4.90 2.73
C -2.99 4.05 1.63
H -5.13 2.44 -0.89
H -7.44 1.54 -0.79
H -7.94 -0.42 0.62
H -6.14 -1.49 1.94
H -3.83 -0.58 1.85
H -2.16 1.15 3.18
H -2.18 2.67 5.15
H -2.72 5.06 4.85
H -3.20 5.95 2.60
H -3.16 4.44 0.63

Summary:
- Largest force on an atom: 0.445 eV/A
- DFT total energy: -378969.2984 eV
- LUMO level (alpha / beta): 0.382 / -1.260 eV
- Energy above the lowest of the compared OMol25 structures with the same formula, charge and spin: 64.4 kJ/mol
- Multiplicity: 6
- Frontier orbital gap (alpha / beta): 6.8 / 5.2 eV
- M: 1068.7 g mol⁻¹
- HOMO level (alpha / beta): -6.39 / -6.42 eV

Löwdin population analysis, charges in e, atoms 1 to 8: -0.123 0.079 -0.277 -0.045 -0.078 -0.103 -0.056 -0.157


Entry 5:
A 3-piece molecular cluster, C42H38N2O6 overall in a non-equilibrium geometry, computed with wB97M-V/def2-TZVPD.

Positions of all 88 atoms, in Å:
C -2.86 -0.31 -6.49
C -2.15 0.76 -7.24
O -2.75 1.58 -7.89
O -0.80 0.75 -7.14
C -0.22 1.99 -6.69
C 0.52 1.80 -5.38
C -0.34 1.09 -4.36
C 0.12 1.26 -2.92
C -1.03 0.90 -1.98
C -0.76 1.18 -0.50
C -0.46 2.65 -0.18
C -1.71 3.48 0.10
C -2.52 3.90 -1.14
C -1.72 4.06 -2.34
N -1.08 4.17 -3.31
C -3.74 2.95 -1.37
C -4.14 2.87 -2.75
N -4.46 2.66 -3.84
H -3.76 -0.57 -7.01
H -2.26 -1.20 -6.37
H -3.13 0.05 -5.51
H -1.00 2.71 -6.51
H 0.43 2.39 -7.44
H 1.42 1.23 -5.58
H 0.84 2.77 -5.04
H -0.45 0.05 -4.63
H -1.33 1.52 -4.43
H 0.50 2.25 -2.74
H 0.89 0.53 -2.72
H -1.16 -0.17 -2.09
H -1.95 1.35 -2.34
H 0.04 0.53 -0.19
H -1.65 0.92 0.05
H 0.19 3.10 -0.91
H 0.11 2.65 0.74
H -2.38 2.93 0.74
H -1.39 4.38 0.60
H -2.94 4.87 -0.93
H -4.56 3.37 -0.81
H -3.47 1.97 -1.01
O -1.94 -0.37 2.32
C -2.03 -0.71 3.49
C -1.81 0.27 4.58
C -1.52 1.59 4.27
C -1.34 2.51 5.28
C -1.45 2.13 6.61
C -1.73 0.81 6.93
C -1.90 -0.13 5.92
C -2.19 -1.55 6.28
O -2.22 -1.90 7.44
C -2.43 -2.52 5.18
C -2.72 -3.84 5.49
C -2.98 -4.75 4.48
C -2.94 -4.34 3.15
C -2.64 -3.03 2.83
C -2.37 -2.11 3.84
H -1.43 1.88 3.23
H -1.11 3.54 5.03
H -1.32 2.86 7.40
H -1.82 0.50 7.96
H -2.76 -4.15 6.53
H -3.21 -5.77 4.73
H -3.15 -5.05 2.36
H -2.60 -2.71 1.80
O 6.55 -0.94 1.90
C 5.64 -1.44 1.28
C 4.22 -1.08 1.58
C 3.96 -0.15 2.58
C 2.65 0.22 2.85
C 1.60 -0.33 2.13
C 1.86 -1.28 1.15
C 3.17 -1.65 0.87
C 3.42 -2.68 -0.18
O 2.50 -3.22 -0.76
C 4.84 -3.02 -0.50
C 5.10 -3.95 -1.50
C 6.41 -4.25 -1.83
C 7.46 -3.64 -1.16
C 7.20 -2.72 -0.16
C 5.89 -2.41 0.18
H 4.78 0.29 3.13
H 2.45 0.95 3.63
H 0.58 -0.04 2.33
H 1.05 -1.71 0.59
H 4.28 -4.42 -2.02
H 6.61 -4.97 -2.61
H 8.48 -3.87 -1.43
H 8.02 -2.24 0.37

Summary:
- Largest force on an atom: 3.669 eV/A
- DFT total energy: -59436.3935 eV
- LUMO level: -1.398 eV
- Frontier orbital gap: 8.5 eV
- M: 666.8 g mol⁻¹
- Structure (SMILES): CC(=O)OCCCCCCCC[C@@H](C#N)CC#N.O=C1c2ccccc2C(=O)c2ccccc21.O=C1c2ccccc2C(=O)c2ccccc21
- HOMO level: -9.85 eV

Löwdin population analysis, charges in e, atoms 1 to 8: 0.016 -0.534 0.115 -0.017 -0.173 -0.175 -0.215 -0.205